(1)
Entry from OMol25: a molecular structure, C29H29LuN2O5 in a non-equilibrium geometry (wB97M-V/def2-TZVPD).

Orbital gap, eV: 7.637
LUMO level, eV: -0.917
E_HOMO, eV: -8.55

Atoms and positions in Å:
C  -1.287  -0.923  1.929
C  -1.729  -1.390  0.664
C  -0.642  -2.051  0.040
H  -2.751  -1.350  0.288
C  0.495  -1.948  0.893
C  0.086  -1.281  2.079
H  1.455  -2.435  0.740
C  -1.384  2.726  -0.315
C  -2.323  1.647  -0.288
C  -2.047  0.802  -1.404
H  -3.134  1.509  0.421
C  -0.883  1.296  -2.053
C  -0.468  2.501  -1.381
H  -0.709  -2.668  -0.853
H  0.700  -1.140  2.976
H  -1.923  -0.459  2.688
H  0.354  3.153  -1.691
H  -2.640  -0.038  -1.771
H  -1.404  3.621  0.309
Lu  -0.052  0.475  0.132
C  -0.066  0.578  -3.095
C  0.539  1.666  -3.984
C  -0.916  -0.403  -3.920
H  -0.272  2.338  -4.290
H  1.015  1.259  -4.875
H  1.279  2.251  -3.435
H  -1.799  0.113  -4.324
H  -1.261  -1.273  -3.340
H  -0.314  -0.776  -4.759
C  0.972  -0.250  -2.263
C  2.163  -0.719  -3.070
H  0.449  -1.115  -1.809
H  1.406  0.361  -1.399
O  2.694  0.086  -3.831
N  2.624  -2.019  -3.001
C  2.737  -2.851  -1.802
H  3.412  -2.118  -3.629
C  1.702  -3.951  -1.776
C  1.604  -4.799  -0.665
H  2.344  -4.707  0.134
C  0.561  -5.725  -0.583
H  0.474  -6.356  0.304
C  -0.360  -5.836  -1.634
H  -1.181  -6.553  -1.562
C  -0.220  -5.039  -2.775
H  -0.912  -5.129  -3.612
C  0.828  -4.115  -2.854
H  0.975  -3.503  -3.747
H  2.677  -2.241  -0.882
H  3.736  -3.318  -1.787
O  1.522  2.910  1.649
C  0.526  2.528  2.286
O  -0.257  1.524  1.952
C  0.038  3.183  3.548
C  -1.010  2.639  4.359
C  -1.425  3.327  5.505
C  -0.841  4.551  5.851
C  0.191  5.084  5.058
C  0.618  4.403  3.928
N  -1.317  5.297  6.970
O  -2.251  4.815  7.654
O  -0.790  6.406  7.224
H  -1.477  1.684  4.102
H  -2.215  2.926  6.143
H  0.655  6.031  5.321
H  1.425  4.790  3.310


(2)
Entry from OMol25: a molecular structure, C30H23ClN4OsPSSe4 in a non-equilibrium geometry (wB97M-V/def2-TZVPD).

Orbital gap (alpha / beta), eV: 4.298 / 4.273
LUMO level (alpha / beta), eV: -5.794 / -5.807
Net charge: +1
E_HOMO (alpha / beta), eV: -10.09 / -10.08

Atoms and positions in Å:
Os  -1.239  -1.015  -1.287
Se  -2.831  -0.516  -2.853
Se  -3.767  -2.534  -3.424
Se  -2.116  -4.096  -3.277
Se  -0.314  -2.841  -2.690
Cl  -4.693  -0.156  0.000
C  -4.189  1.306  0.782
C  -5.193  2.176  1.186
C  -4.868  3.336  1.864
C  -3.540  3.613  2.159
C  -2.548  2.737  1.758
C  -2.846  1.572  1.041
P  -1.481  0.445  0.593
C  -0.027  1.538  0.695
C  0.029  2.639  -0.162
C  1.080  3.535  -0.084
C  2.094  3.337  0.848
C  2.053  2.238  1.690
C  0.995  1.339  1.617
C  -1.338  -0.647  2.035
C  -2.094  -0.479  3.189
C  -1.942  -1.359  4.253
C  -1.036  -2.404  4.172
C  -0.276  -2.580  3.021
C  -0.433  -1.707  1.961
H  -6.223  1.923  0.976
H  -5.652  4.013  2.174
H  -3.274  4.510  2.702
H  -1.523  2.960  2.018
H  -0.768  2.809  -0.877
H  1.104  4.397  -0.737
H  2.906  4.048  0.924
H  2.838  2.081  2.418
H  0.969  0.490  2.288
H  -2.813  0.326  3.261
H  -2.540  -1.228  5.144
H  -0.920  -3.086  5.003
H  0.426  -3.400  2.949
H  0.161  -1.865  1.060
S  -3.845  -4.176  1.077
C  -3.016  -3.109  0.244
N  -2.400  -2.315  -0.377
C  1.247  1.975  -3.438
C  0.189  1.190  -3.029
N  0.339  0.216  -2.118
C  1.557  0.002  -1.617
C  2.677  0.748  -1.959
C  2.501  1.770  -2.884
C  3.962  0.507  -1.275
C  4.516  -0.676  -1.015
C  4.082  -2.008  -1.485
C  3.521  -2.243  -2.737
C  3.245  -3.559  -3.063
N  3.470  -4.567  -2.224
C  3.991  -4.233  -1.050
N  4.322  -3.014  -0.640
H  1.081  2.741  -4.182
H  -0.803  1.330  -3.430
H  1.652  -0.809  -0.900
H  3.339  2.392  -3.172
H  4.452  1.397  -0.898
H  5.397  -0.708  -0.385
H  3.340  -1.445  -3.443
H  2.838  -3.817  -4.035
H  4.175  -5.043  -0.353


(3)
Entry from OMol25: 2 unconnected molecules or ions with the total composition C3H10NS in a non-equilibrium geometry (wB97M-V/def2-TZVPD).

Orbital gap (alpha / beta), eV: 10.514 / 6.948
LUMO level (alpha / beta), eV: 0.843 / -2.347
2S+1: 2
E_HOMO (alpha / beta), eV: -9.67 / -9.29

Atoms and positions in Å:
C  1.468  -1.910  -0.797
S  2.347  -0.849  0.339
H  1.887  -1.887  -1.811
H  0.444  -1.573  -0.948
H  1.387  -2.991  -0.632
C  -0.894  2.069  0.167
C  -0.948  0.509  0.056
N  -0.793  -0.068  1.425
H  -1.893  2.487  0.092
H  -0.301  2.338  -0.709
H  -0.379  2.373  1.071
H  -0.188  0.189  -0.646
H  -1.898  0.239  -0.400
H  0.229  0.118  1.501
H  -0.469  -1.044  1.292


(4)
Entry from OMol25: a single H5NOSi molecule in a non-equilibrium geometry (wB97M-V/def2-TZVPD).

Orbital gap, eV: 9.962
LUMO level, eV: 0.796
SMILES string: NO[SiH3]
E_HOMO, eV: -9.17

Atoms and positions in Å:
N  -1.550  -0.633  -0.242
O  -0.163  -0.873  0.044
Si  1.080  0.304  0.009
H  -2.067  -0.740  0.643
H  -1.480  0.341  -0.633
H  0.335  1.276  0.679
H  2.184  -0.609  0.665
H  1.660  0.934  -1.165


(5)
Entry from OMol25: a molecular structure, C28H27IMoO5PS2 in a non-equilibrium geometry (wB97M-V/def2-TZVPD).

Orbital gap (alpha / beta), eV: 5.015 / 4.966
LUMO level (alpha / beta), eV: -8.885 / -8.954
2S+1: 2
Net charge: +2
E_HOMO (alpha / beta), eV: -13.90 / -13.92

Atoms and positions in Å:
Mo  0.627  -0.340  0.323
I  1.018  -0.529  -2.294
C  1.861  -3.289  -0.117
C  2.642  -4.425  -0.396
C  2.039  -5.609  -0.775
C  0.656  -5.681  -0.881
C  -0.163  -4.562  -0.613
C  -1.562  -4.623  -0.735
C  -2.331  -3.504  -0.478
C  -1.733  -2.306  -0.097
C  -0.347  -2.193  0.021
C  0.440  -3.341  -0.223
H  3.720  -4.355  -0.318
H  2.645  -6.477  -0.993
H  0.187  -6.611  -1.179
H  -2.030  -5.553  -1.032
H  -3.407  -3.554  -0.575
H  -2.362  -1.445  0.093
O  1.145  1.842  0.012
C  0.066  2.793  0.025
C  -1.233  1.945  0.055
O  -2.335  2.313  -0.069
O  -0.916  0.582  0.294
C  0.059  3.651  -1.234
C  -0.834  4.715  -1.309
C  -0.854  5.528  -2.428
C  0.026  5.296  -3.477
C  0.919  4.243  -3.405
C  0.933  3.412  -2.291
C  0.144  3.619  1.314
C  1.414  3.959  1.780
C  1.554  4.754  2.905
C  0.431  5.218  3.575
C  -0.831  4.886  3.112
C  -0.978  4.088  1.984
H  1.890  2.181  -0.504
H  -1.511  4.919  -0.490
H  -1.554  6.351  -2.479
H  0.015  5.939  -4.347
H  1.607  4.054  -4.218
H  1.620  2.575  -2.303
H  2.307  3.627  1.266
H  2.544  5.020  3.251
H  0.542  5.843  4.451
H  -1.711  5.250  3.626
H  -1.975  3.846  1.642
C  2.996  -4.082  3.483
C  2.505  -2.672  3.654
O  1.115  -2.608  3.142
P  0.417  -1.380  2.511
S  1.339  0.395  2.557
S  2.619  -1.850  0.427
O  -1.085  -1.476  2.869
C  -1.584  -1.719  4.252
C  -3.062  -1.448  4.245
H  3.996  -4.157  3.911
H  3.049  -4.352  2.429
H  2.348  -4.785  4.003
H  3.108  -1.953  3.103
H  2.443  -2.380  4.700
H  -1.045  -1.045  4.919
H  -1.349  -2.754  4.489
H  -3.270  -0.416  3.970
H  -3.454  -1.623  5.247
H  -3.575  -2.119  3.557